Here is a molecular structure, C35H45GeMnN5O3S at a distorted geometry from the OMol25 dataset. Energies are from ωB97M-V/def2-TZVPD.

Output
Frontier orbital gap (spin up / spin down), eV: 6.8 / 6.9
<S²>: 4.08
HOMO energy (spin up / spin down), eV: -13.42 / -13.41

```
! RIJCOSX wB97M-V def2-TZVPD def2/J DEFGRID3
* xyz 2 4
Mn -0.573 -0.444 -0.037
C 3.296 -0.313 1.603
C 1.834 -0.450 1.377
N 1.222 0.082 0.360
N 1.883 0.776 -0.577
C 1.082 1.023 -1.605
O -0.146 0.608 -1.577
C 1.611 1.745 -2.757
C 2.977 2.036 -2.838
C 3.458 2.775 -3.901
C 2.585 3.236 -4.880
C 1.232 2.932 -4.813
C 0.743 2.182 -3.759
C 0.956 -1.252 2.215
C 1.383 -1.966 3.326
C 0.463 -2.722 4.033
C -0.865 -2.728 3.626
C -1.220 -1.999 2.507
N -0.335 -1.291 1.808
H 3.699 0.439 0.933
H 3.798 -1.266 1.416
H 3.505 -0.029 2.636
H 3.642 1.679 -2.065
H 4.514 2.998 -3.970
H 2.959 3.838 -5.697
H 0.561 3.286 -5.584
H -0.310 1.941 -3.688
H 2.421 -1.925 3.623
H 0.769 -3.303 4.892
H -1.611 -3.284 4.175
H -2.243 -1.971 2.153
C -2.245 4.102 1.289
Ge -0.579 3.038 1.315
C 0.218 2.975 3.110
C 0.647 3.873 0.029
C -1.325 1.220 0.912
H -2.018 5.104 1.654
H -3.017 3.669 1.924
H -2.626 4.185 0.271
H 0.558 3.973 3.387
H 1.073 2.300 3.151
H -0.521 2.653 3.844
H 0.760 4.913 0.340
H 0.236 3.868 -0.979
H 1.632 3.411 0.022
H -2.139 1.400 0.204
H -1.753 0.871 1.855
O 0.403 -2.169 -0.802
S 1.474 -2.682 -1.756
C 0.530 -3.246 -3.190
C -0.454 -2.373 -3.636
C -1.160 -2.676 -4.790
C -0.865 -3.832 -5.501
C 0.115 -4.699 -5.040
C 0.821 -4.411 -3.881
C 2.021 -4.225 -1.016
C 1.380 -4.688 0.121
C 1.833 -5.848 0.730
C 2.926 -6.526 0.208
C 3.578 -6.036 -0.915
C 3.139 -4.872 -1.527
H -0.669 -1.462 -3.092
H -1.935 -2.004 -5.133
H -1.388 -4.053 -6.421
H 0.333 -5.608 -5.585
H 1.569 -5.104 -3.523
H 0.537 -4.142 0.525
H 1.328 -6.219 1.612
H 3.278 -7.431 0.685
H 4.438 -6.558 -1.315
H 3.671 -4.472 -2.381
C -5.487 -2.116 1.016
N -4.507 -1.354 0.251
C -4.604 0.090 0.396
C -3.423 -1.905 -0.335
O -2.338 -1.243 -0.418
N -3.530 -3.136 -0.857
C -2.350 -3.894 -1.245
C -4.794 -3.700 -1.319
H -5.556 -1.687 2.017
H -5.189 -3.156 1.107
H -6.478 -2.072 0.560
H -5.632 0.396 0.202
H -3.958 0.575 -0.328
H -4.328 0.416 1.402
H -1.460 -3.431 -0.842
H -2.258 -3.940 -2.333
H -2.438 -4.913 -0.864
H -5.552 -2.928 -1.416
H -5.160 -4.486 -0.657
H -4.630 -4.138 -2.303
*
```

Listed below, in e, are the Löwdin charges computed for each atom:
1. Mn 0.886
2. C 0.023
3. C -0.211
4. N -0.057
5. N 0.125
6. C -0.396
7. O -0.094
8. C -0.163
9. C -0.012
10. C -0.051
11. C -0.046
12. C -0.054
13. C -0.014
14. C -0.183
15. C 0.039
16. C 0.002
17. C -0.005
18. C -0.065
19. N 0.037
20. H 0.084
21. H 0.110
22. H 0.101
23. H 0.112
24. H 0.115
25. H 0.117
26. H 0.114
27. H 0.119
28. H 0.130
29. H 0.131
30. H 0.125
31. H 0.123
32. C -0.199
33. Ge 0.806
34. C -0.207
35. C -0.200
36. C -0.216
37. H 0.031
38. H 0.022
39. H 0.027
40. H 0.029
41. H 0.006
42. H 0.023
43. H 0.034
44. H 0.023
45. H 0.012
46. H 0.005
47. H 0.025
48. O -0.583
49. S 1.123
50. C -0.353
51. C -0.096
52. C -0.059
53. C -0.051
54. C -0.047
55. C -0.056
56. C -0.377
57. C -0.075
58. C -0.056
59. C -0.048
60. C -0.047
61. C -0.089
62. H 0.097
63. H 0.116
64. H 0.118
65. H 0.119
66. H 0.102
67. H 0.094
68. H 0.113
69. H 0.118
70. H 0.121
71. H 0.124
72. C -0.032
73. N -0.122
74. C -0.019
75. C -0.439
76. O -0.074
77. N -0.098
78. C -0.005
79. C -0.021
80. H 0.101
81. H 0.088
82. H 0.104
83. H 0.107
84. H 0.082
85. H 0.097
86. H 0.055
87. H 0.094
88. H 0.110
89. H 0.098
90. H 0.101
91. H 0.103

---

Here is a molecular structure, C35H45GeN3O2PdSeSi from the OMol25 dataset. Energies are from ωB97M-V/def2-TZVPD.

Output
Frontier orbital gap (spin up / spin down), eV: 6.1 / 5.8
<S²>: 2.03
HOMO energy (spin up / spin down), eV: -5.71 / -7.90

```
! RIJCOSX wB97M-V def2-TZVPD def2/J DEFGRID3
* xyz 0 3
Pd 0.565 0.831 0.479
C 4.007 1.175 2.905
C 2.643 0.931 2.348
N 2.360 1.165 1.058
N 3.274 1.549 0.104
C 2.677 1.699 -1.034
O 1.389 1.488 -1.242
C 3.469 2.114 -2.226
C 4.839 2.360 -2.145
C 5.546 2.739 -3.275
C 4.896 2.878 -4.496
C 3.533 2.636 -4.581
C 2.822 2.255 -3.449
C 1.549 0.478 3.105
C 1.597 0.197 4.490
C 0.477 -0.239 5.139
C -0.729 -0.406 4.426
C -0.739 -0.116 3.087
N 0.347 0.311 2.428
H 4.668 1.519 2.114
H 4.424 0.264 3.340
H 3.978 1.936 3.690
H 5.334 2.249 -1.189
H 6.610 2.930 -3.204
H 5.450 3.179 -5.376
H 3.020 2.747 -5.527
H 1.756 2.074 -3.500
H 2.530 0.337 5.019
H 0.515 -0.455 6.200
H -1.635 -0.748 4.905
H -1.641 -0.220 2.505
C -3.639 0.429 -2.598
C -3.727 1.435 -1.442
C -5.199 1.778 -1.172
C -2.983 2.722 -1.833
Si -2.845 0.722 0.067
O -1.275 0.558 -0.285
C -3.063 1.904 1.521
C -2.155 2.962 1.664
C -2.234 3.847 2.733
C -3.230 3.691 3.687
C -4.147 2.655 3.564
C -4.063 1.776 2.490
C -3.568 -0.964 0.545
C -2.691 -2.051 0.652
C -3.136 -3.321 1.008
C -4.482 -3.536 1.265
C -5.375 -2.478 1.164
C -4.922 -1.213 0.808
H -4.165 0.818 -3.479
H -4.089 -0.534 -2.339
H -2.599 0.251 -2.888
H -5.623 2.303 -2.036
H -5.313 2.430 -0.300
H -5.806 0.884 -1.014
H -3.368 3.102 -2.788
H -1.909 2.547 -1.945
H -3.122 3.507 -1.084
H -1.369 3.091 0.928
H -1.520 4.657 2.821
H -3.291 4.374 4.526
H -4.923 2.528 4.309
H -4.778 0.962 2.420
H -1.637 -1.897 0.447
H -2.431 -4.141 1.082
H -4.836 -4.523 1.542
H -6.427 -2.637 1.364
H -5.644 -0.408 0.746
C 1.796 -4.705 -2.129
Ge 3.320 -3.766 -1.358
C 3.647 -4.359 0.467
C 4.869 -4.040 -2.495
C 2.930 -1.831 -1.221
Se 1.137 -1.561 -0.545
C 0.263 -1.232 -2.233
H 1.927 -5.779 -1.989
H 1.724 -4.507 -3.201
H 0.858 -4.412 -1.654
H 3.691 -5.447 0.521
H 2.842 -4.016 1.121
H 4.590 -3.952 0.836
H 5.111 -5.104 -2.503
H 5.740 -3.489 -2.138
H 4.650 -3.728 -3.517
H 3.012 -1.297 -2.167
H 3.615 -1.368 -0.508
H 0.277 -2.155 -2.809
H 0.801 -0.429 -2.730
H -0.744 -0.910 -1.989
*
```

Listed below, in e, are the Löwdin charges computed for each atom:
1. Pd 1.058
2. C -0.030
3. C -0.283
4. N -0.161
5. N 0.092
6. C -0.460
7. O -0.210
8. C -0.153
9. C -0.034
10. C -0.085
11. C -0.095
12. C -0.081
13. C -0.030
14. C -0.236
15. C -0.028
16. C -0.075
17. C -0.065
18. C -0.120
19. N -0.036
20. H 0.064
21. H 0.084
22. H 0.087
23. H 0.105
24. H 0.100
25. H 0.099
26. H 0.101
27. H 0.109
28. H 0.106
29. H 0.104
30. H 0.102
31. H 0.086
32. C -0.090
33. C -0.604
34. C -0.089
35. C -0.094
36. Si 0.448
37. O -0.461
38. C -0.227
39. C -0.108
40. C -0.084
41. C -0.095
42. C -0.087
43. C -0.090
44. C -0.205
45. C -0.102
46. C -0.084
47. C -0.095
48. C -0.087
49. C -0.101
50. H 0.083
51. H 0.077
52. H 0.067
53. H 0.083
54. H 0.077
55. H 0.064
56. H 0.084
57. H 0.073
58. H 0.076
59. H 0.089
60. H 0.101
61. H 0.099
62. H 0.099
63. H 0.089
64. H 0.056
65. H 0.100
66. H 0.099
67. H 0.100
68. H 0.087
69. C -0.225
70. Ge 0.733
71. C -0.215
72. C -0.219
73. C -0.544
74. Se 1.022
75. C -0.319
76. H 0.024
77. H 0.025
78. H 0.004
79. H 0.022
80. H 0.018
81. H 0.024
82. H 0.023
83. H 0.023
84. H 0.023
85. H 0.031
86. H 0.025
87. H 0.032
88. H 0.029
89. H 0.002